66
Properties=species:S:1:pos:R:3:forces:R:3 method="wB97M-V/def2-TZVPD" homo_lumo_gap_ev=5.025 e_tot_ev=-72474.60430 total_charge=+3 homo_energy_ha=-0.60695 lumo_energy_ha=-0.4223
Pt 0.891 1.522 -0.290 0.04 0.70 -0.26
C -2.678 -0.008 3.301 -0.02 0.05 -0.01
C -1.332 0.251 3.955 0.07 0.00 -0.03
N -0.272 -0.566 3.332 0.00 -0.03 -0.02
C -0.125 -1.942 3.880 0.01 0.04 0.02
C 0.930 -1.983 4.973 -0.01 -0.01 0.00
C 0.519 -0.154 2.377 0.16 0.00 0.06
S 0.357 1.545 1.871 -0.31 -0.30 0.09
N 1.462 -0.971 1.920 -0.06 -0.14 -0.19
C 2.225 -0.854 0.875 -0.05 0.24 0.01
O 2.106 0.042 -0.107 0.08 -0.01 0.01
C 3.327 -1.777 0.656 -0.01 -0.08 0.10
C 4.207 -1.634 -0.426 0.04 0.02 -0.04
C 5.238 -2.537 -0.592 -0.01 0.06 -0.05
C 5.400 -3.584 0.308 0.01 -0.02 0.02
C 4.534 -3.729 1.385 -0.04 0.01 0.05
C 3.503 -2.829 1.566 0.07 -0.07 0.03
H -3.446 0.586 3.796 0.00 0.00 0.00
H -2.966 -1.056 3.379 0.01 -0.01 0.00
H -2.655 0.268 2.243 0.01 0.00 0.00
H -1.337 -0.019 5.011 -0.04 0.00 0.00
H -1.059 1.304 3.907 0.00 -0.01 0.04
H 0.111 -2.613 3.059 0.01 0.01 0.02
H -1.108 -2.207 4.268 0.01 -0.02 0.00
H 1.905 -1.689 4.588 0.00 0.00 0.00
H 1.004 -2.998 5.361 -0.01 0.00 0.00
H 0.668 -1.329 5.804 0.00 0.01 0.00
H 4.099 -0.811 -1.118 -0.02 -0.01 0.00
H 5.925 -2.426 -1.419 0.00 0.01 0.00
H 6.212 -4.285 0.174 0.00 -0.01 -0.01
H 4.670 -4.544 2.084 0.00 0.01 0.01
H 2.835 -2.924 2.409 -0.02 -0.03 -0.02
Cl 1.994 2.092 -2.456 0.06 -0.25 -0.06
C 1.052 1.133 -3.602 0.06 0.11 0.09
C 1.589 0.854 -4.831 -0.05 -0.03 -0.05
C 0.829 0.072 -5.707 0.03 0.02 0.01
C -0.419 -0.411 -5.341 -0.01 -0.01 0.01
C -0.944 -0.117 -4.092 -0.02 0.05 -0.01
C -0.211 0.685 -3.207 0.00 -0.13 -0.02
P -0.898 1.147 -1.651 -0.15 -0.27 -0.06
C -1.098 2.888 -1.430 0.19 -0.06 0.16
C -0.911 3.774 -2.515 0.11 0.05 0.01
C -0.973 5.128 -2.290 0.01 -0.02 -0.01
C -1.169 5.624 -0.992 -0.01 0.00 0.01
C -1.343 4.769 0.083 0.01 0.00 -0.01
C -1.323 3.395 -0.123 -0.06 0.05 -0.05
C -2.145 0.066 -1.091 -0.02 0.10 0.17
C -3.441 0.559 -0.876 0.01 0.02 0.04
C -4.436 -0.325 -0.499 0.00 -0.03 0.02
C -4.135 -1.671 -0.316 0.01 0.01 0.00
C -2.841 -2.155 -0.513 -0.02 0.01 0.02
C -1.836 -1.293 -0.903 0.00 -0.01 -0.07
H 2.570 1.214 -5.114 0.01 0.00 0.01
H 1.235 -0.165 -6.681 0.00 0.00 0.00
H -0.986 -1.023 -6.029 0.00 0.00 0.00
H -1.918 -0.493 -3.808 0.00 0.00 0.00
H -0.748 3.391 -3.515 -0.03 0.00 0.00
H -0.873 5.817 -3.118 0.00 0.00 0.00
H -1.199 6.695 -0.834 -0.01 0.00 0.00
H -1.523 5.165 1.073 0.01 -0.01 0.01
H -1.549 2.724 0.694 -0.09 -0.02 -0.01
H -3.672 1.606 -1.027 0.00 0.00 -0.01
H -5.447 0.031 -0.355 0.00 0.00 0.00
H -4.919 -2.356 -0.021 0.00 0.00 -0.01
H -2.628 -3.205 -0.371 0.00 0.00 0.00
H -0.832 -1.665 -1.074 0.00 0.00 0.00